## one
3 unconnected molecules or ions with the total composition C2H10NO, computed with ωB97M-V/def2-TZVPD.

Multiplicity   1
Kohn-Sham gap   5.30 eV
Total charge   +1

CARTESIAN COORDINATES (ANGSTROEM)
O  -0.51  -0.16  -1.03
N  1.46  0.47  0.11
C  -2.86  0.48  0.40
C  2.12  -0.66  0.59
H  2.43  -0.56  1.64
H  3.03  -0.85  -0.01
H  -3.30  -0.48  0.64
H  -3.54  1.09  -0.18
H  1.48  -1.53  0.52
H  0.48  0.46  -0.24
H  -1.91  0.31  -0.15
H  1.94  1.37  0.18
H  -2.58  1.00  1.31
H  -0.53  -1.07  -1.39

---

## two
2 unconnected molecules or ions with the total composition C2H10NO, computed with ωB97M-V/def2-TZVPD.

Multiplicity   1
Kohn-Sham gap   12.03 eV
Total charge   +1

CARTESIAN COORDINATES (ANGSTROEM)
O  2.01  -1.25  0.96
N  -0.21  1.42  0.40
C  -1.06  -0.72  -0.51
C  -0.52  0.64  -0.89
H  -0.07  2.41  0.20
H  -2.09  -0.67  -0.15
H  -1.01  -1.31  -1.41
H  0.59  1.10  0.96
H  -1.03  1.33  0.99
H  1.98  -2.05  0.41
H  0.41  0.53  -1.45
H  2.54  -1.54  1.71
H  -0.39  -1.20  0.19
H  -1.17  1.32  -1.41

---

It comes down to two, which is 168.4 kcal/mol more stable than the next structure.

---

## one
2 unconnected molecules or ions with the total composition C2H10NO, computed with ωB97M-V/def2-TZVPD.

Multiplicity   1
Kohn-Sham gap   11.21 eV
Total charge   +1

CARTESIAN COORDINATES (ANGSTROEM)
O  0.98  0.32  -0.67
N  -1.06  -0.27  1.28
C  -0.68  -1.63  0.85
C  0.83  1.50  -1.50
H  -0.21  1.83  -1.46
H  -2.01  -0.01  1.04
H  1.43  2.31  -1.07
H  1.13  1.30  -2.52
H  1.79  -0.10  -0.99
H  -1.31  -2.38  1.30
H  -0.46  0.36  0.79
H  -0.73  -1.73  -0.22
H  -0.86  -0.12  2.26
H  0.33  -1.89  1.11

---

## two
2 unconnected molecules or ions with the total composition C2H10NO, computed with ωB97M-V/def2-TZVPD.

Multiplicity   1
Kohn-Sham gap   11.29 eV
Total charge   +1

CARTESIAN COORDINATES (ANGSTROEM)
O  2.18  -1.19  -2.53
N  -0.24  0.08  1.10
C  -0.08  0.70  -0.33
C  -1.72  0.02  1.58
H  0.15  -0.83  1.05
H  0.88  0.49  -0.95
H  -0.75  0.02  -0.92
H  -2.05  1.16  1.63
H  -0.43  1.74  -0.28
H  -2.27  -0.52  0.78
H  0.32  0.69  1.65
H  2.85  -1.21  -3.28
H  2.73  -0.66  -1.96
H  -1.58  -0.50  2.47

---

## three
2 unconnected molecules or ions with the total composition C2H10NO, computed with ωB97M-V/def2-TZVPD.

Multiplicity   1
Kohn-Sham gap   11.02 eV
Total charge   +1

CARTESIAN COORDINATES (ANGSTROEM)
O  -0.81  -0.09  -0.69
N  -0.98  -0.77  1.79
C  0.26  0.53  -1.48
C  1.43  0.58  -0.52
H  -1.77  -0.92  2.43
H  0.56  -0.09  -2.35
H  -1.60  -0.22  -1.22
H  -1.13  0.03  1.17
H  1.68  -0.45  -0.31
H  -0.84  -1.59  1.21
H  -0.24  1.41  -1.88
H  1.37  1.18  0.40
H  2.30  1.00  -1.02
H  -0.23  -0.60  2.47

---

It comes down to three, which is 1.5 kcal/mol more stable than the next structure.

---

## one
2 unconnected molecules or ions with the total composition C2H5N3O2S, computed with ωB97M-V/def2-TZVPD.

Multiplicity   1
Kohn-Sham gap   7.28 eV
Total charge   0

CARTESIAN COORDINATES (ANGSTROEM)
S  3.26  0.02  -0.41
O  3.54  -1.06  -1.31
O  2.74  1.22  -1.03
N  0.25  0.09  0.74
N  -0.49  -0.89  1.41
N  -1.87  -0.05  -0.11
C  -1.63  -0.98  0.86
C  -0.61  0.65  -0.32
H  -2.36  -1.72  1.15
H  -0.75  1.73  -0.22
H  0.58  0.77  1.41
H  -0.16  0.43  -1.29
H  -2.49  -0.21  -0.89

---

## two
2 unconnected molecules or ions with the total composition C2H5N3O2S, computed with ωB97M-V/def2-TZVPD.

Multiplicity   1
Kohn-Sham gap   10.09 eV
Total charge   0

CARTESIAN COORDINATES (ANGSTROEM)
S  2.98  -0.04  -0.72
O  0.17  2.31  -0.29
O  -1.88  1.51  -0.58
N  -0.21  0.08  -0.21
N  -0.75  1.20  -0.36
N  1.56  -1.04  1.38
C  2.00  -0.48  0.43
C  -1.21  -1.01  -0.28
H  0.66  -1.02  1.80
H  1.05  2.16  -0.56
H  -1.45  -1.14  0.78
H  -2.15  -0.66  -0.68
H  -0.77  -1.87  -0.71

---

It comes down to one, which is 74.1 kcal/mol more stable than the next structure.

---

## one
2 unconnected molecules or ions with the total composition C4H11N3, computed with ωB97M-V/def2-TZVPD.

Multiplicity   1
Kohn-Sham gap   7.16 eV
Total charge   0

CARTESIAN COORDINATES (ANGSTROEM)
N  -0.71  0.82  -1.83
N  1.29  -0.34  -1.74
N  -0.72  -1.41  -1.22
C  -0.18  0.05  1.03
C  -0.63  1.22  1.87
C  -0.02  -0.26  -1.42
C  0.73  -0.79  1.57
H  1.17  -0.67  2.56
H  -0.27  1.72  -1.67
H  -0.23  -2.28  -1.40
H  -1.69  0.80  -1.60
H  1.07  -1.68  1.04
H  -0.48  2.17  1.34
H  1.79  0.52  -1.95
H  -1.71  1.16  2.07
H  -0.12  1.30  2.85
H  1.84  -1.01  -1.23
H  -1.13  -1.30  -0.26

---

## two
C4H11N3 in the gas phase, computed with ωB97M-V/def2-TZVPD.

Multiplicity   1
Kohn-Sham gap   9.65 eV
Total charge   0

CARTESIAN COORDINATES (ANGSTROEM)
N  -1.63  -0.97  0.11
N  0.20  -1.77  1.18
N  0.75  0.99  -0.60
C  -2.42  0.11  -0.47
C  0.17  0.68  0.72
C  2.16  0.63  -0.69
C  -0.49  -0.71  0.66
H  0.93  0.70  1.51
H  2.78  1.39  -0.19
H  -0.57  1.44  0.97
H  2.38  -0.35  -0.26
H  1.21  -1.72  1.16
H  -0.17  -2.66  0.85
H  2.46  0.61  -1.74
H  -2.51  0.97  0.19
H  0.22  0.49  -1.31
H  -3.44  -0.26  -0.64
H  -2.02  0.41  -1.44

---

It comes down to two, which is 57.3 kcal/mol more stable than the next structure.

---

## one
2 unconnected molecules or ions with the total composition C4H11N3, computed with ωB97M-V/def2-TZVPD.

Multiplicity   1
Kohn-Sham gap   9.55 eV
Total charge   0

CARTESIAN COORDINATES (ANGSTROEM)
N  -0.32  -1.35  -0.34
N  0.55  1.70  -0.03
N  1.33  0.91  -0.57
C  -0.98  -0.66  -1.20
C  -1.83  0.49  -0.94
C  2.32  0.22  0.21
C  -0.69  -1.25  1.05
H  -1.72  -1.57  1.22
H  -0.03  -1.89  1.64
H  -0.62  -0.22  1.45
H  -2.53  0.35  -0.12
H  -0.93  1.30  -0.47
H  -0.62  -0.77  -2.22
H  0.64  1.80  1.00
H  -2.34  0.87  -1.82
H  3.31  0.55  -0.13
H  2.23  -0.84  -0.03
H  2.22  0.37  1.29

---

## two
2 unconnected molecules or ions with the total composition C4H11N3, computed with ωB97M-V/def2-TZVPD.

Multiplicity   1
Kohn-Sham gap   9.38 eV
Total charge   0

CARTESIAN COORDINATES (ANGSTROEM)
N  2.13  -1.07  0.60
N  2.21  0.07  0.02
N  1.45  0.38  -0.99
C  -0.28  -0.88  1.15
C  -1.05  1.37  0.42
C  -0.70  -0.07  0.14
C  -1.31  -0.64  -1.11
H  -2.11  1.46  0.69
H  -2.39  -0.54  -1.11
H  -0.11  -0.49  2.14
H  -0.89  1.99  -0.46
H  1.85  -1.76  -0.09
H  -0.38  -1.95  1.08
H  -0.46  1.77  1.25
H  1.50  1.38  -1.18
H  2.54  0.81  0.66
H  -1.05  -1.70  -1.23
H  -0.92  -0.12  -1.99

---

It comes down to one, which is 6.9 kcal/mol more stable than the next structure.

---

## one
A molecular structure, C4H11N3, computed with ωB97M-V/def2-TZVPD.

Multiplicity   1
Kohn-Sham gap (alpha / beta)   7.27 / 7.27 eV
Total charge   0

CARTESIAN COORDINATES (ANGSTROEM)
N  -1.64  -1.00  -1.10
N  0.97  0.69  -1.23
N  1.51  -0.87  1.33
C  -2.40  0.23  -1.11
C  0.47  -0.24  -0.46
C  1.56  0.36  2.08
C  -0.20  -1.08  0.19
H  -3.30  0.14  -1.73
H  0.97  1.65  -0.93
H  1.76  1.28  1.48
H  1.48  0.44  -2.06
H  0.61  0.52  2.60
H  -2.74  0.45  -0.09
H  -0.64  -1.80  0.84
H  2.39  -1.02  0.84
H  2.35  0.32  2.85
H  -1.86  1.12  -1.47
H  -1.29  -1.19  -2.04

---

## two
2 unconnected molecules or ions with the total composition C4H11N3, computed with ωB97M-V/def2-TZVPD.

Multiplicity   1
Kohn-Sham gap   7.44 eV
Total charge   0

CARTESIAN COORDINATES (ANGSTROEM)
N  0.53  -0.02  2.13
N  -0.74  -1.87  1.36
N  0.80  0.97  -0.23
C  -0.66  -0.80  -1.30
C  0.16  -0.20  -0.18
C  0.75  1.77  -1.45
C  0.07  -0.76  1.12
H  -0.54  -2.36  2.22
H  -0.55  -0.27  -2.24
H  1.36  1.29  -2.21
H  -0.85  -2.51  0.59
H  0.34  1.81  0.97
H  0.10  -0.24  3.03
H  -0.25  1.92  -1.86
H  1.18  2.74  -1.23
H  -0.37  -1.83  -1.48
H  -1.73  -0.80  -1.05
H  0.40  1.17  1.82

---

It comes down to two, which is 83.9 kcal/mol more stable than the next structure.